[1]
This record from the OMol25 dataset describes a cluster of 2 separate species, C6H16N2 in total in a non-equilibrium geometry. The level of theory is wB97M-V/def2-TZVPD.

```
! wB97M-V def2-TZVPD RIJCOSX def2/J DEFGRID3
* xyz 0 1
C -1.8408 0.9334 -0.7347
C -0.9257 -0.2307 -0.3469
C -1.5853 -1.5474 -0.7532
N -0.6589 -0.2408 1.0941
C 0.4019 -1.2687 1.4806
N -0.2466 1.0035 1.6112
H -2.0900 0.8578 -1.7912
H -1.3635 1.9001 -0.5803
H -2.7605 0.8954 -0.1538
H 0.0327 -0.1170 -0.8983
H -1.8425 -1.5183 -1.8092
H -0.9250 -2.3904 -0.5925
H -2.4910 -1.7039 -0.1712
H 0.7286 -1.0756 2.4968
H 1.2467 -1.3349 0.7917
H -0.1145 -2.2288 1.4627
H 0.4873 1.4493 1.0575
H -1.0424 1.6218 1.7392
C 2.7592 0.8158 -0.0401
C 2.2067 0.8392 -1.2431
H 3.2829 -0.0542 0.3248
H 2.7777 1.6863 0.5985
H 2.2545 -0.0073 -1.9132
H 1.7085 1.7155 -1.6293
*
```

Summary:
- Strongest force on any atom: 1.97 eV/A
- Orbital gap: 9.5 eV
- LUMO energy: 1.1 eV
- SMILES: CC(C)N(C)N.C=C

natural (NBO) atomic charge list, values in e, 8 entries: C -0.618; C -0.063; C -0.612; N -0.291; C -0.427; N -0.681; H 0.211; H 0.206

[2]
This record from the OMol25 dataset describes a structure of composition C6H16N2 in a non-equilibrium geometry. The level of theory is wB97M-V/def2-TZVPD.

```
! wB97M-V def2-TZVPD RIJCOSX def2/J DEFGRID3
* xyz 0 1
C -2.8108 -1.2844 -0.7474
C -2.2891 0.0723 -0.3130
N -0.9483 -0.0047 0.2766
C -0.9915 -0.5986 1.6036
C -0.3473 1.3218 0.2420
C 0.9322 1.4578 1.0565
N 1.8720 0.5663 1.2827
C 3.9598 -0.5117 -1.4830
H -3.2124 -1.8221 0.1066
H -3.6227 -1.1856 -1.4671
H -2.0366 -1.8789 -1.2252
H -2.2300 0.8571 -1.0677
H -3.0159 0.4905 0.4102
H -1.2277 -1.6390 1.4411
H 0.0047 -0.6171 2.0225
H -1.7493 -0.1395 2.2530
H -0.1395 1.6947 -0.7607
H -1.0242 2.0228 0.7548
H 1.8209 0.7121 0.1970
H 1.1440 2.4355 1.5245
H 3.0748 -0.7461 -2.0760
H 4.7048 -1.2963 -1.5969
H 3.6874 -0.2490 -0.4697
H 4.4447 0.3420 -1.9644
*
```

Summary:
- Strongest force on any atom: 3.24 eV/A
- Orbital gap: 9.4 eV
- LUMO energy: 0.8 eV

natural (NBO) atomic charge list, values in e, 8 entries: C -0.622; C -0.214; N -0.427; C -0.439; C -0.315; C 0.155; N -0.672; C -0.859

[3]
This record from the OMol25 dataset describes a structure of composition C6H16N2 in a non-equilibrium geometry. The level of theory is wB97M-V/def2-TZVPD.

```
! wB97M-V def2-TZVPD RIJCOSX def2/J DEFGRID3
* xyz 0 1
C -0.2289 1.3996 0.1399
N -1.3054 0.6440 0.7217
C -1.9065 -0.3773 -0.1459
C -3.3244 -0.6335 0.3535
C 1.0506 0.5057 -0.0332
N 1.1387 -0.4520 0.8524
C 1.8807 -1.5860 0.3541
C 2.2873 1.3451 -0.3219
H 0.1575 2.2293 0.7307
H -0.4662 1.6809 -0.8893
H 0.9478 -0.3270 -1.9934
H -1.9333 -0.0040 -1.1709
H -1.2769 -1.2691 -0.0476
H -3.2654 -0.8426 1.4257
H -3.7748 -1.5243 -0.0846
H -3.9127 0.2761 0.2576
H 0.9185 -0.2273 -1.1678
H -0.8735 0.1863 1.5184
H 1.8379 -2.3822 1.0972
H 2.8967 -1.3630 0.0069
H 1.4054 -2.0499 -0.5365
H 2.3088 2.1597 0.4037
H 3.2109 0.7949 -0.1656
H 2.2274 1.8165 -1.3052
*
```

Summary:
- Strongest force on any atom: 5.66 eV/A
- Orbital gap: 8.4 eV
- LUMO energy: 0.1 eV

natural (NBO) atomic charge list, values in e, 8 entries: C -0.252; N -0.632; C -0.225; C -0.605; C 0.202; N -0.466; C -0.453; C -0.660

[4]
This record from the OMol25 dataset describes a cluster of 2 separate species, C6H16N2O in total in a non-equilibrium geometry. The level of theory is wB97M-V/def2-TZVPD.

```
! wB97M-V def2-TZVPD RIJCOSX def2/J DEFGRID3
* xyz 0 1
C -1.1867 0.5163 0.8186
C -1.3018 0.6339 -0.8317
C -2.7813 0.8832 -1.1484
N -0.4212 1.7291 -1.2146
O -0.8942 -0.5045 -1.4679
H -1.6066 1.4411 1.2108
H -1.8102 -0.3195 1.1281
H -0.1768 0.4646 1.2056
H -3.3752 0.0413 -0.8026
H -3.1334 1.7936 -0.6639
H -2.9098 0.9795 -2.2266
H -0.7401 2.6097 -0.8288
H -0.3973 1.8084 -2.2256
H 0.1721 -0.5980 -1.3268
C 2.6138 -0.2544 1.4134
C 1.7819 -0.9416 0.3699
C 1.0998 -2.2079 0.7765
N 1.6654 -0.5593 -0.8363
H 3.0427 0.6747 1.0338
H 3.4194 -0.9099 1.7333
H 2.0070 -0.0240 2.2850
H 1.8584 -2.9436 1.0968
H 0.4458 -2.0246 1.6191
H 0.5145 -2.6097 -0.0479
H 2.1137 0.3218 -1.0697
*
```

Summary:
- Strongest force on any atom: 2.63 eV/A
- Orbital gap: 9.7 eV
- LUMO energy: 0.9 eV
- SMILES: CC(C)(N)O.CC(C)=N

natural (NBO) atomic charge list, values in e, 8 entries: C -0.652; C 0.430; C -0.635; N -0.881; O -0.781; H 0.195; H 0.208; H 0.194

[5]
This record from the OMol25 dataset describes a cluster of 2 separate species, C6H16N2O in total in a non-equilibrium geometry. The level of theory is wB97M-V/def2-TZVPD.

```
! wB97M-V def2-TZVPD RIJCOSX def2/J DEFGRID3
* xyz 0 1
C -2.0007 -0.7005 1.7056
C -1.4388 -0.1372 0.4165
C -0.1789 0.5423 0.4511
C 0.8432 0.0092 1.2874
N 0.9778 -1.2733 1.9454
C -0.0977 1.7965 -0.2557
C 0.1322 1.7899 -1.7518
N 1.2994 0.9251 -2.0582
H -3.1283 -0.9822 1.4950
H -1.7484 -0.0154 2.4920
H -1.4923 -1.5978 2.1262
H -2.2843 0.3823 -0.0220
H -1.4691 -0.8955 -0.3692
H 1.8078 0.5868 1.3307
H 0.7086 -2.0039 1.3144
H 1.8361 -1.5567 2.5042
H 0.9272 2.3592 -0.0575
H -0.9511 2.3285 0.1634
H -0.9086 1.4214 -2.2175
H 0.0663 2.8832 -2.1249
H 1.3118 0.0878 -1.4369
H 1.3596 0.5441 -3.0463
O 0.4448 -2.0274 -1.1396
H 1.1483 -2.6015 -1.5461
H -0.2377 -2.0839 -1.8185
*
```

Summary:
- Strongest force on any atom: 6.14 eV/A
- Orbital gap: 7.9 eV
- LUMO energy: 0.4 eV
- SMILES: CC/C(=C\N)CCN.O

natural (NBO) atomic charge list, values in e, 8 entries: C -0.603; C -0.464; C -0.086; C 0.009; N -0.869; C -0.439; C -0.203; N -0.876

[6]
This record from the OMol25 dataset describes a cluster of 3 separate species, C6H16N2O in total in a non-equilibrium geometry. The level of theory is wB97M-V/def2-TZVPD.

```
! wB97M-V def2-TZVPD RIJCOSX def2/J DEFGRID3
* xyz 2 1
C -0.2860 1.6288 1.3284
C -3.0135 0.0469 -0.4702
C 0.3859 0.6224 1.9471
C -4.4530 -1.9146 0.2615
C -3.0591 -1.4886 -0.2474
C -2.1062 0.9826 0.0539
N -4.0170 0.5493 -1.4048
N 10.1249 0.2310 -0.5747
O -2.3547 2.3165 -0.3551
H 0.9008 1.0178 2.7850
H 1.1330 0.4741 1.1930
H -0.0233 -0.3611 2.2866
H -4.5473 -2.9956 0.5076
H -5.1568 -1.7437 -0.4899
H -4.7117 -1.2125 1.1040
H -2.7656 -1.9240 -1.2452
H -2.1362 -1.7691 0.3997
H 9.8270 1.1553 -0.9695
H -3.5499 1.4087 -1.8245
H -4.8997 0.8218 -0.7108
H -4.4064 -0.2292 -2.0051
H 10.9906 0.1912 0.0199
H 9.3050 -0.3888 -0.2870
H 10.5275 -0.3101 -1.3485
H -1.7084 2.8908 0.0461
*
```

Summary:
- Strongest force on any atom: 4.19 eV/A
- Orbital gap: 7.6 eV
- LUMO energy: -6.1 eV

natural (NBO) atomic charge list, values in e, 8 entries: C 0.393; C -0.087; C -0.968; C -0.619; C -0.429; C 0.223; N -0.741; N -0.896